# 1
A cluster of 2 separate species, C6H14N2O2 in total. Source: the Open Molecules 2025 dataset; level of theory: wB97M-V/def2-TZVPD.

```
24
Properties=species:S:1:pos:R:3:forces:R:3
C 2.091 1.967 0.430 0.93 0.36 -0.37
N 1.790 0.699 -0.266 0.87 0.98 0.90
C 2.709 -0.298 -0.313 0.96 0.52 0.30
C 2.228 -1.594 -0.944 0.25 0.36 0.39
O 3.846 -0.158 0.146 -0.83 -0.47 -0.36
H 3.126 1.893 0.873 -1.13 0.06 -0.69
H 2.034 2.849 -0.259 0.27 -0.85 0.32
H 1.410 2.231 1.244 -0.20 -0.57 -0.05
H 0.877 0.579 -0.656 -0.54 -0.17 -0.05
H 2.990 -1.976 -1.630 -0.20 0.14 0.10
H 1.282 -1.394 -1.456 0.05 -0.48 0.07
H 2.138 -2.313 -0.113 -0.23 0.14 -0.46
C -3.564 0.634 -0.788 -1.08 -0.56 0.68
N -2.919 -0.315 0.163 0.82 2.04 -2.20
C -1.579 -0.297 0.187 0.18 -0.62 0.54
C -0.902 -1.055 1.341 -0.26 0.39 -0.37
O -0.976 0.338 -0.666 0.79 -0.22 0.10
H -2.811 1.033 -1.468 -0.13 -0.23 0.31
H -4.288 0.028 -1.369 0.11 0.75 0.26
H -4.053 1.493 -0.240 0.38 -1.05 -0.60
H -3.401 -0.738 0.884 -1.24 -0.81 1.48
H -1.558 -1.266 2.197 0.09 -0.02 -0.43
H -0.121 -0.397 1.659 0.49 0.57 0.47
H -0.350 -1.942 1.044 -0.36 -0.25 -0.35
```
Forces are in eV/Å.

Output
Structure (SMILES) = CNC(C)=O.CNC(C)=O
Energy relative to the best compared isomer or geometry (same formula, charge and spin) = 0.695 eV
Multiplicity = 1
HOMO level = -9.0 eV
Gap between HOMO and LUMO = 9.63 eV
Energy = -13524.9292 eV

Mulliken atomic charge list, values in e, 6 entries: atom 1 (C): -0.948, atom 2 (N): -0.070, atom 3 (C): 0.784, atom 4 (C): -0.887, atom 5 (O): -0.680, atom 6 (H): 0.325

# 2
A cluster of 8 separate species, C18H48B2F14N4O10S2 in total. Source: the Open Molecules 2025 dataset; level of theory: wB97M-V/def2-TZVPD.

```
98
Properties=species:S:1:pos:R:3:forces:R:3
C 13.359 14.328 15.227 -0.43 0.81 0.07
C 12.173 13.358 14.970 1.07 0.02 1.84
C 12.269 12.194 16.024 2.39 2.12 0.07
O 11.408 11.169 15.814 -1.87 -0.62 0.60
C 11.727 10.414 14.703 0.99 -0.53 -1.65
N 10.841 13.988 15.211 -0.20 0.62 -0.57
H 10.839 14.922 15.713 0.39 -0.58 0.00
H 10.328 14.173 14.346 0.37 0.11 -0.21
H 10.243 13.306 15.654 -0.46 -0.29 0.57
H 14.318 13.865 14.933 -0.51 -0.03 0.28
H 13.386 14.618 16.322 0.08 -0.24 -1.26
H 13.259 15.270 14.617 -0.05 -0.94 0.79
H 12.213 12.978 13.965 -0.19 -0.07 -0.26
H 12.171 12.646 17.052 -0.44 -0.58 -0.92
H 13.340 11.869 15.990 -0.54 -0.11 -0.06
H 12.760 10.124 14.796 0.95 0.03 -0.20
H 11.619 10.919 13.712 -0.15 -0.04 0.72
H 11.262 9.440 14.619 -0.97 0.17 0.57
C 9.869 17.790 10.483 -0.43 -1.42 -0.49
C 9.841 17.103 9.092 1.33 -1.49 0.84
C 8.692 16.142 8.749 -0.29 -1.65 0.58
O 8.547 15.972 7.356 0.14 1.50 -1.20
C 7.676 14.939 6.853 0.36 -0.06 3.50
N 9.908 18.184 8.120 -0.70 0.88 -1.42
H 10.857 18.511 7.913 0.90 -0.75 -0.03
H 9.433 17.873 7.271 -0.08 0.20 -0.25
H 9.532 19.052 8.467 -1.00 0.24 0.24
H 8.920 18.349 10.520 0.52 0.37 0.37
H 10.801 18.387 10.453 -0.73 -0.03 0.55
H 9.860 17.061 11.333 0.26 0.66 -0.80
H 10.771 16.536 8.931 -0.22 0.21 0.22
H 7.782 16.508 9.240 -0.29 -0.13 -0.20
H 8.922 15.095 9.098 -0.04 1.18 0.60
H 8.057 14.019 7.378 -0.75 0.34 -0.76
H 7.811 14.874 5.809 0.05 0.04 -1.03
H 6.620 15.150 7.170 0.80 -0.28 -0.50
C 15.461 15.286 10.419 0.50 0.44 1.72
C 15.173 15.892 11.817 0.00 -0.53 -0.83
C 16.185 16.946 12.121 -0.40 1.03 0.09
O 15.892 17.597 13.359 0.12 -0.93 -1.34
C 16.651 18.756 13.553 0.12 0.38 0.29
N 13.753 16.357 11.916 0.21 -1.45 0.34
H 13.579 17.013 11.154 -0.19 0.29 -0.26
H 13.077 15.566 11.871 0.37 0.58 -0.29
H 13.518 16.821 12.795 0.13 0.21 0.24
H 14.782 14.491 10.283 -0.86 -0.89 -0.67
H 16.464 14.889 10.371 0.32 -0.32 0.40
H 15.465 16.016 9.658 -0.62 0.90 -0.98
H 15.340 15.096 12.531 -0.46 -0.15 0.42
H 16.290 17.678 11.299 -0.17 -0.20 0.32
H 17.080 16.354 12.184 0.99 0.10 0.18
H 17.715 18.706 13.331 0.18 -0.63 -0.20
H 16.549 18.907 14.595 0.10 0.63 1.15
H 16.282 19.634 13.039 -0.45 0.11 -0.40
C 6.107 12.896 10.993 0.09 -0.11 0.64
C 6.714 12.048 12.080 0.53 0.46 -0.21
C 7.120 10.703 11.527 0.14 -0.93 -0.90
O 7.960 10.074 12.438 0.62 0.60 2.03
C 8.892 9.091 12.031 -1.19 0.09 -0.45
N 7.939 12.653 12.718 -1.23 0.01 0.69
H 8.246 11.969 13.417 0.06 -0.03 0.33
H 8.708 12.734 12.087 0.73 0.50 -0.86
H 7.784 13.530 13.271 -0.01 -0.60 -0.79
H 6.764 12.883 10.162 0.63 0.34 -1.04
H 5.953 13.901 11.353 -0.21 0.39 -0.03
H 5.167 12.459 10.684 -0.27 0.00 -0.01
H 5.979 11.938 12.845 -0.15 -0.18 0.89
H 7.621 10.809 10.514 -0.54 -0.11 0.89
H 6.186 10.116 11.468 0.25 0.10 -0.62
H 9.497 9.548 11.263 0.45 -0.37 -0.54
H 8.262 8.269 11.697 0.58 -0.50 -0.52
H 9.522 8.733 12.851 -0.36 0.50 0.10
B 7.571 13.278 15.588 0.10 -0.59 1.35
F 8.468 12.132 15.290 -0.51 0.88 0.23
F 7.372 13.346 16.981 0.21 -0.05 -1.41
F 8.186 14.429 15.070 0.46 0.15 -0.07
F 6.400 13.128 14.851 -0.38 -0.40 0.11
B 11.050 13.577 11.171 0.09 0.81 0.50
F 11.440 14.930 10.933 -0.38 -0.31 -0.26
F 9.990 13.153 10.370 -0.42 0.22 -0.21
F 12.129 12.773 11.035 0.98 -0.74 -0.23
F 10.616 13.512 12.531 -0.48 0.01 0.06
C 11.701 19.037 15.011 -0.92 -1.17 -1.26
F 11.416 19.828 13.919 0.52 -0.70 1.03
F 13.000 18.929 15.177 1.02 0.28 -0.34
F 11.206 19.591 16.079 -0.68 0.73 0.80
S 10.986 17.307 14.743 2.17 0.43 1.08
O 11.851 16.809 13.662 -0.66 0.03 0.26
O 11.264 16.599 16.025 -0.64 0.77 -1.42
O 9.631 17.557 14.402 -1.02 -0.23 -0.24
C 14.126 20.480 8.707 0.52 0.50 -1.28
F 15.417 20.784 9.086 -1.88 -0.24 -0.34
F 13.236 21.229 9.354 0.46 -0.34 0.92
F 13.946 20.894 7.401 0.78 -0.84 0.97
S 13.820 18.616 8.813 1.05 1.95 -1.38
O 14.824 18.147 7.868 -1.56 -0.16 0.82
O 14.050 18.262 10.196 0.01 0.16 0.10
O 12.394 18.601 8.464 0.93 -0.51 -0.18
```
Forces are in eV/Å.

Output
Multiplicity = 1
HOMO level = -10.0 eV
Gap between HOMO and LUMO = 9.92 eV
Energy = -106960.4254 eV

Mulliken atomic charge list, values in e, 6 entries: atom 1 (C): -1.309, atom 2 (C): 1.044, atom 3 (C): -1.115, atom 4 (O): -0.293, atom 5 (C): -0.589, atom 6 (N): 0.398

# 3
A cluster of 3 separate species, C3H14NO2S2 in total. Source: the Open Molecules 2025 dataset; level of theory: wB97M-V/def2-TZVPD.

```
22
Properties=species:S:1:pos:R:3:forces:R:3
N 2.006 -0.308 1.196 -1.98 1.28 -0.38
C 0.491 -0.634 1.125 1.55 -0.91 0.67
C -0.269 0.613 0.764 -1.55 -0.67 -0.44
S 0.151 1.311 -0.855 0.41 0.19 0.51
S -0.298 -0.275 -1.999 -0.83 0.76 -0.97
C -2.032 0.224 -2.511 0.55 -1.24 0.19
H 2.487 -0.306 0.283 0.08 -0.70 -0.15
H 2.515 -0.794 1.939 0.39 -0.36 0.42
H 1.961 0.712 1.378 0.73 0.10 0.77
H 0.157 -1.037 2.091 0.39 0.61 0.17
H 0.429 -1.549 0.524 -0.42 0.78 -0.59
H -1.365 0.301 0.817 1.85 0.84 -0.55
H -0.117 1.450 1.472 0.03 -0.60 -0.07
H -2.096 -0.032 -3.555 -0.08 -0.06 -0.51
H -2.302 1.286 -2.402 0.39 -0.61 0.44
H -2.630 -0.515 -1.966 -0.47 0.80 -0.06
H 2.705 -1.341 -1.693 0.01 -0.06 -0.06
H 3.758 -0.260 -2.007 -0.18 0.01 0.28
O 3.127 -0.552 -1.328 0.23 -0.08 -0.42
H -3.456 0.000 2.174 -0.09 0.23 0.22
H -2.610 1.267 2.522 -0.23 0.01 0.13
O -2.612 0.440 2.032 -0.78 -0.32 0.41
```
Forces are in eV/Å.

Output
Energy relative to the best compared isomer or geometry (same formula, charge and spin) = 0.872 eV
Multiplicity = 2
HOMO level (alpha / beta) = -2.7 / -8.8 eV
Gap between HOMO and LUMO (alpha / beta) = 3.00 / 9.07 eV
Energy = -30589.8709 eV
⟨S²⟩ = 0.75

Mulliken atomic charge list, values in e, 6 entries: atom 1 (N): -1.091, atom 2 (C): -1.631, atom 3 (C): -0.716, atom 4 (S): -0.183, atom 5 (S): -0.158, atom 6 (C): -0.934

# 4
A cluster of 2 separate species, C4H4N4S in total. Source: the Open Molecules 2025 dataset; level of theory: wB97M-V/def2-TZVPD.

```
13
Properties=species:S:1:pos:R:3:forces:R:3
C -1.660 -1.948 -0.262 -3.31 -3.67 4.10
C -1.913 0.221 0.798 1.40 -4.84 -2.35
C 0.902 -0.188 -0.555 0.55 -0.81 -0.52
C 1.860 2.001 0.330 0.15 -2.26 -0.45
N -1.565 -2.819 -1.067 1.72 -3.20 -4.78
N -2.103 1.143 1.460 -0.83 2.92 1.78
N 0.742 -0.557 -1.627 -0.25 -0.15 -1.15
N -1.493 -0.814 0.162 0.27 6.96 0.91
S 1.362 0.271 0.956 0.81 0.93 0.37
H 2.721 1.881 -0.463 -2.09 0.51 1.61
H 2.183 2.314 1.303 0.37 1.30 0.05
H 0.835 2.323 0.048 1.33 0.66 -0.21
H -1.872 -3.828 -1.083 -0.11 1.66 0.64
```
Forces are in eV/Å.

Output
Energy relative to the best compared isomer or geometry (same formula, charge and spin) = 1.209 eV
Multiplicity = 3
HOMO level (alpha / beta) = -5.9 / -9.7 eV
Gap between HOMO and LUMO (alpha / beta) = 6.35 / 5.76 eV
Energy = -21000.8386 eV
⟨S²⟩ = 2.03

Mulliken atomic charge list, values in e, 6 entries: atom 1 (C): 0.081, atom 2 (C): 0.514, atom 3 (C): 0.407, atom 4 (C): -0.737, atom 5 (N): -0.257, atom 6 (N): -0.443